[1]
Computed, not measured: a single C6H12O molecule in a non-equilibrium geometry, with ωB97M-V/def2-TZVPD.

The geometry in XYZ format:
```
19
Properties=species:S:1:pos:R:3:forces:R:3:nbo_charge:R:1
C 0.353 1.172 -1.782 0.0997 -0.3514 -0.2831 -0.69
C -0.598 0.495 -0.822 -0.2695 -0.5684 -0.2920 0.11
O -0.739 -0.873 -1.433 -0.7056 0.3273 0.6859 -0.56
C 0.123 -1.408 -0.429 0.0595 -0.3076 0.3900 -0.06
C -0.061 -0.176 0.460 0.0375 -0.0415 0.2190 -0.10
C -1.213 -0.395 1.432 -0.0497 -0.0275 0.1115 -0.60
C 1.176 0.356 1.160 0.0165 0.0466 0.0001 -0.61
H 0.343 0.263 -2.403 1.0797 1.1332 -1.0910 0.27
H -0.038 2.039 -2.322 0.0139 -0.1876 0.2294 0.22
H 1.364 1.371 -1.414 -0.2721 0.0363 0.0448 0.21
H -1.576 0.986 -0.740 0.1998 -0.1427 0.0404 0.19
H 1.163 -1.562 -0.765 -0.2701 0.1119 -0.1229 0.17
H -0.267 -2.347 -0.032 0.0808 -0.0844 0.0445 0.18
H -2.083 -0.803 0.905 0.1394 0.0672 0.0972 0.22
H -1.508 0.545 1.911 0.0298 -0.0912 -0.0392 0.21
H -0.922 -1.103 2.214 -0.0491 0.0680 -0.0066 0.21
H 0.964 1.286 1.698 0.0338 -0.0840 -0.0647 0.21
H 2.005 0.537 0.467 -0.1539 -0.0373 0.1005 0.21
H 1.515 -0.385 1.894 -0.0203 0.1332 -0.0637 0.21
```
Forces are in eV/Å.

Results
- multiplicity = 1
- energy relative to the best compared isomer or geometry (same formula, charge and spin) (kcal/mol) = 39.8
- highest occupied orbital energy (eV) = -9.656
- LUMO energy (eV) = 1.0
- frontier orbital gap (eV) = 10.616



[2]
Computed, not measured: a single C2H4N4 molecule, with ωB97M-V/def2-TZVPD.

The geometry in XYZ format:
```
10
Properties=species:S:1:pos:R:3:forces:R:3:nbo_charge:R:1
N -1.056 -1.683 -0.174 0.0195 -0.0447 0.0514 -0.82
C -0.316 -0.510 -0.062 -0.0398 -0.0232 0.0778 0.44
N -0.223 0.194 1.055 -0.0526 -0.0751 -0.3132 -0.33
N 0.497 1.268 0.644 0.0942 0.1390 -0.0896 -0.36
C 0.814 1.145 -0.652 0.0359 0.0736 0.0422 0.18
N 0.316 0.033 -1.142 0.0359 0.0568 0.1773 -0.49
H -0.499 -2.503 -0.377 -0.0605 0.1561 -0.1309 0.38
H -1.655 -1.844 0.619 0.1092 0.0154 0.1642 0.38
H 0.746 2.006 1.284 -0.1249 -0.1613 -0.0491 0.41
H 1.375 1.894 -1.195 -0.0169 -0.1365 0.0700 0.20
```
Forces are in eV/Å.

Results
- multiplicity = 1
- energy relative to the best compared isomer or geometry (same formula, charge and spin) (kcal/mol) = 2.6
- highest occupied orbital energy (eV) = -9.001
- LUMO energy (eV) = 1.0
- frontier orbital gap (eV) = 9.996



[3]
Computed, not measured: C8H16AlFO10P as an isolated structure in a non-equilibrium geometry, with ωB97M-V/def2-TZVPD.

The geometry in XYZ format:
```
37
Properties=species:S:1:pos:R:3:forces:R:3:nbo_charge:R:1
Al 1.749 -0.159 -0.389 1.2007 0.3769 0.4066 0.88
P 1.677 -0.187 2.840 0.7773 -0.1079 1.5219 2.37
O 1.843 1.306 2.354 0.6776 -1.7848 0.4553 -0.75
O 0.500 -0.753 2.057 0.2243 0.0397 0.1924 -1.07
O 1.765 -0.382 4.386 -0.2735 0.4195 -3.0946 -0.96
O 3.000 -0.770 2.141 -1.3710 1.4058 0.5159 -0.62
F 4.628 0.552 -0.635 -1.1729 -0.3539 0.0608 -0.87
C -1.082 4.207 2.392 0.9278 0.0981 -1.3432 -0.63
C -0.030 3.474 1.480 0.7926 0.0000 1.6161 -0.08
O -0.013 4.050 0.171 -0.5508 0.8981 -0.8223 -0.51
C 0.548 3.608 -0.949 0.1938 -3.5628 0.0596 1.00
O 1.332 2.638 -1.054 -1.8824 3.0396 0.1561 -0.65
O -0.096 4.224 -1.991 0.9022 0.2184 0.1649 -0.51
C 0.269 3.786 -3.320 0.5163 -1.0993 0.5184 -0.26
H -2.071 3.958 2.007 -0.1420 -0.4187 0.6949 0.21
H -1.081 5.297 2.369 0.5917 0.1500 -0.5749 0.21
H -0.847 4.019 3.439 -0.4970 -0.7609 -0.0998 0.23
H -0.164 2.394 1.548 -0.8196 -0.1029 -0.9401 0.22
H 0.974 3.457 1.904 0.1581 0.8975 -0.0135 0.21
H 0.544 2.736 -3.219 -0.0968 -0.0871 -0.2666 0.21
H 1.153 4.268 -3.738 -0.0974 0.4587 0.3388 0.19
H -0.569 3.879 -4.010 -0.1226 0.2821 0.4614 0.19
C -2.402 -4.571 1.622 0.5037 0.6005 -1.3816 -0.62
C -1.251 -3.803 0.965 -0.0635 -0.0446 0.3228 -0.06
O -1.356 -3.960 -0.470 -0.0849 -1.2210 -0.9583 -0.52
C -0.359 -3.497 -1.237 -0.9560 1.8339 0.6229 1.00
O 0.399 -2.661 -0.802 0.6272 -0.7206 -0.9890 -0.64
O -0.503 -3.903 -2.524 -0.6920 -0.4947 0.8339 -0.51
C 0.116 -3.132 -3.553 1.1537 -0.1596 0.3041 -0.25
H -3.325 -4.061 1.345 -0.1672 -0.0203 0.4317 0.21
H -2.212 -4.573 2.696 -0.3215 -0.2434 -0.0997 0.22
H -2.444 -5.549 1.143 0.0181 -0.2771 0.5425 0.21
H -0.303 -4.231 1.292 0.1211 0.3033 -0.0664 0.19
H -1.317 -2.747 1.227 0.4046 -0.0008 -0.1006 0.22
H 1.194 -3.241 -3.434 0.1222 0.6860 0.2235 0.20
H -0.228 -2.098 -3.519 0.2116 -0.0573 -0.0029 0.19
H -0.039 -3.576 -4.536 -0.8132 -0.1903 0.3087 0.19
```
Forces are in eV/Å.

Results
- multiplicity = 1
- total charge = -1
- energy relative to the best compared isomer or geometry (same formula, charge and spin) (kcal/mol) = 58.4
- highest occupied orbital energy (eV) = -5.002
- LUMO energy (eV) = -1.2
- frontier orbital gap (eV) = 3.819



[4]
Computed, not measured: a single C6H10 molecule in a non-equilibrium geometry, with ωB97M-V/def2-TZVPD.

The geometry in XYZ format:
```
16
Properties=species:S:1:pos:R:3:forces:R:3:nbo_charge:R:1
C 2.052 -0.330 0.081 -0.3120 -0.0050 -0.0042 -0.61
C 0.631 0.005 -0.479 -0.4854 -0.0130 -0.1532 -0.26
C -0.540 -0.922 -0.030 -0.5289 -0.6487 -1.0567 -0.37
C -1.914 -0.031 -0.248 2.7058 -1.2451 0.9712 -0.45
C -1.217 1.025 0.585 -0.9304 1.1234 -0.5510 -0.17
C 0.034 1.269 0.135 -0.2582 0.0392 0.1894 -0.22
H 2.099 -0.291 1.178 -0.2401 0.0136 -0.1810 0.21
H 2.835 0.357 -0.283 -0.4961 -0.0570 -0.0153 0.21
H 2.377 -1.337 -0.221 -0.2615 0.1801 0.0042 0.21
H 0.716 -0.022 -1.573 -0.1236 0.2351 -0.0030 0.20
H -0.740 -1.813 -0.574 0.7109 -1.0899 -0.7714 0.20
H -0.273 -1.228 1.012 -1.0199 0.4502 -0.5039 0.21
H -2.831 -0.570 0.021 0.4401 0.3486 0.7979 0.22
H -2.094 0.269 -1.313 0.7431 -0.1802 0.8474 0.21
H -1.679 1.393 1.486 -0.2873 1.1715 -0.2470 0.21
H 0.544 2.223 0.223 0.3437 -0.3228 0.6765 0.21
```
Forces are in eV/Å.

Results
- multiplicity = 1
- energy relative to the best compared isomer or geometry (same formula, charge and spin) (kcal/mol) = 46.1
- highest occupied orbital energy (eV) = -8.239
- LUMO energy (eV) = 1.3
- frontier orbital gap (eV) = 9.492



[5]
Computed, not measured: a single C3H6OS2 molecule, with ωB97M-V/def2-TZVPD.

The geometry in XYZ format:
```
12
Properties=species:S:1:pos:R:3:forces:R:3:nbo_charge:R:1
C -0.805 -1.405 0.109 -0.3532 -0.0391 0.1419 -0.21
C 1.184 -0.521 0.964 0.5877 -0.0257 -0.2202 -0.21
C -0.577 1.294 0.007 -0.0945 0.0957 0.6222 -0.70
H -1.242 -1.275 1.125 0.1430 -0.1410 -0.4876 0.17
H -1.166 -2.326 -0.362 -0.0752 0.2948 0.2160 0.22
H 0.690 -0.406 1.928 -0.1433 -0.1337 0.1742 0.18
H 2.229 -0.826 1.115 -0.3487 0.1868 0.0176 0.22
H -0.757 2.240 -0.509 -0.0182 -0.1639 0.0448 0.25
H -1.035 1.356 1.018 0.2558 -0.0264 -0.5883 0.22
O 0.584 -1.533 0.198 0.1613 0.0821 0.1274 -0.52
S 1.225 1.110 0.169 -0.2361 -0.1068 -0.1145 0.19
S -1.363 -0.029 -0.943 0.1215 -0.0227 0.0665 0.19
```
Forces are in eV/Å.

Results
- multiplicity = 1
- energy relative to the best compared isomer or geometry (same formula, charge and spin) (kcal/mol) = 18.7
- highest occupied orbital energy (eV) = -8.882
- LUMO energy (eV) = 0.8
- frontier orbital gap (eV) = 9.711



[6]
Computed, not measured: C21H17N5O2SV as an isolated structure in a non-equilibrium geometry, with ωB97M-V/def2-TZVPD.

The geometry in XYZ format:
```
47
Properties=species:S:1:pos:R:3:forces:R:3:mulliken_spin:R:1
V 1.031 -0.389 -0.282 -0.3774 -1.0042 -0.9181 1.70
N -5.591 3.629 2.522 -0.0292 0.0369 0.0479 0.00
C -4.376 3.033 2.256 0.0458 -0.0232 -0.0132 0.00
C -4.288 1.990 1.326 0.0208 -0.0021 -0.0007 0.00
C -3.068 1.423 1.025 -0.0697 -0.1223 -0.1022 0.00
C -1.918 1.889 1.646 0.1108 0.0039 0.0190 0.00
C -1.985 2.924 2.571 0.0209 -0.0181 -0.0275 0.00
C -3.207 3.490 2.874 0.0029 -0.0157 -0.0130 0.00
S -0.362 1.200 1.253 -0.0937 0.3901 0.0453 0.00
O -0.508 -0.280 1.240 -0.0350 0.2733 0.2043 0.01
O 0.632 1.709 2.165 -0.0583 0.0248 -0.0131 0.00
N -0.003 1.520 -0.287 0.6157 -0.5516 0.3276 0.00
C 1.201 2.125 -0.635 -0.3086 0.2087 -0.0007 0.01
N 2.071 1.233 -1.169 0.1423 0.0823 0.1100 0.00
C 3.256 1.675 -1.585 0.0186 0.1170 -0.1068 0.01
C 3.582 3.014 -1.488 -0.0465 -0.1753 0.0064 -0.01
C 2.622 3.846 -0.927 0.0645 0.0122 -0.0903 0.01
N 1.436 3.421 -0.505 -0.0543 0.1051 0.0967 -0.01
H -6.419 3.104 2.298 0.0173 -0.0125 -0.0120 0.00
H -5.661 4.151 3.380 -0.0027 0.0034 -0.0096 0.00
H -5.184 1.625 0.840 -0.0105 0.0119 0.0068 0.00
H -3.013 0.610 0.311 0.0381 0.0056 0.0080 0.00
H -1.081 3.274 3.050 0.0068 -0.0086 -0.0097 0.00
H -3.261 4.296 3.596 -0.0179 0.0039 -0.0023 0.00
H 3.927 0.929 -1.993 0.0232 0.0268 -0.0069 0.00
H 4.536 3.390 -1.826 0.0026 0.0109 0.0047 0.00
H 2.816 4.908 -0.822 -0.0331 -0.0012 0.0381 0.00
C 3.589 -3.428 1.454 0.0904 0.3527 -0.0297 0.04
C 3.084 -4.593 0.856 0.0018 -0.1378 0.0166 -0.17
C 2.120 -4.464 -0.115 -0.0808 0.0536 -0.1216 0.08
C 1.640 -3.206 -0.493 0.0232 -0.2904 -0.1097 -0.22
N 2.124 -2.076 0.122 -0.6583 0.7785 -0.1949 -0.09
C 3.098 -2.215 1.057 0.1573 -0.2142 0.3258 -0.10
C 0.632 -2.958 -1.507 0.1344 -0.3128 0.1396 0.06
C 0.059 -3.998 -2.259 -0.0721 0.0919 -0.1361 -0.02
C -0.866 -3.712 -3.238 0.0043 0.0290 0.0061 0.02
C -1.241 -2.385 -3.478 -0.0070 0.0219 0.0085 -0.05
C -0.695 -1.365 -2.724 -0.0982 0.1697 -0.0451 -0.02
C 0.250 -1.614 -1.720 0.4794 0.1150 0.5144 -0.22
H 4.352 -3.472 2.219 0.0080 0.0148 -0.0125 0.00
H 3.445 -5.567 1.155 -0.0127 -0.0105 -0.0185 -0.02
H 1.718 -5.344 -0.595 0.0049 -0.0079 0.0055 0.00
H 3.455 -1.294 1.505 0.0017 -0.0191 0.0434 -0.01
H 0.340 -5.028 -2.084 0.0076 -0.0020 -0.0005 -0.01
H -1.302 -4.512 -3.823 0.0015 -0.0066 0.0079 0.00
H -1.967 -2.160 -4.251 0.0013 -0.0110 -0.0043 -0.01
H -1.021 -0.346 -2.915 0.0200 0.0031 0.0165 0.01
```
Forces are in eV/Å.

Results
- multiplicity = 2
- <S²> = 1.2185
- highest occupied orbital energy (spin up / spin down) (eV) = -7.414 / -4.678
- LUMO energy (spin up / spin down) (eV) = -0.2 / -0.2
- frontier orbital gap (spin up / spin down) (eV) = 7.216 / 4.456



[7]
Computed, not measured: C11H13NO6PRuS2SbSe4 as an isolated structure, with ωB97M-V/def2-TZVPD.

The geometry in XYZ format:
```
40
Properties=species:S:1:pos:R:3:forces:R:3:mulliken_spin:R:1
Ru 0.262 -0.433 -1.275 0.4405 0.0291 0.3506 2.53
O -3.639 -0.344 0.356 -0.0178 -0.0017 0.0482 0.01
C -2.567 -0.127 -0.189 -0.1200 0.0998 -0.3213 0.01
O -1.869 -0.920 -0.912 0.0797 -0.1385 0.2289 0.11
C -1.968 1.271 -0.112 0.0280 0.0663 0.1017 0.00
C -2.686 2.414 0.198 0.0323 -0.0427 0.0475 0.00
C -2.044 3.640 0.108 0.0015 0.0116 -0.0039 -0.02
C -0.710 3.694 -0.276 -0.0182 -0.0406 -0.0170 0.01
C -0.051 2.506 -0.536 0.0260 0.0372 0.0611 -0.01
N -0.684 1.341 -0.438 -0.1295 -0.0942 -0.1249 0.04
C 1.408 2.407 -0.973 -0.0238 -0.0338 0.0792 0.01
O 1.957 3.423 -1.387 0.0191 0.0253 0.0600 0.02
O 1.885 1.232 -0.849 0.0097 0.0568 -0.0981 0.10
H -3.725 2.313 0.479 -0.0018 0.0037 -0.0053 0.00
H -2.586 4.554 0.317 0.0000 0.0035 -0.0062 0.00
H -0.170 4.623 -0.395 -0.0036 -0.0009 0.0056 0.02
C 4.161 -5.542 -0.044 -0.0182 0.0216 -0.0217 0.00
C 3.162 -4.864 -0.952 0.0533 0.0057 -0.0120 0.00
O 2.291 -4.028 -0.166 -0.0933 -0.0469 0.0626 0.00
P 2.303 -2.455 -0.365 -0.0636 0.1208 0.2356 0.01
S 0.948 -1.581 0.796 0.0736 -0.0720 0.0720 0.02
S 1.919 -1.899 -2.247 -0.1531 0.0392 -0.1156 0.04
O 3.814 -2.144 0.028 -0.0293 -0.0399 0.0075 0.00
C 4.292 -0.772 -0.040 0.0259 0.0893 -0.0034 0.00
C 4.859 -0.390 1.305 -0.0173 -0.0184 -0.0289 0.00
H 4.776 -6.234 -0.622 0.0099 -0.0025 0.0106 0.00
H 3.645 -6.100 0.736 0.0062 -0.0133 0.0014 0.00
H 4.808 -4.801 0.424 0.0010 -0.0027 0.0086 0.00
H 2.520 -5.584 -1.459 0.0014 0.0008 0.0072 0.00
H 3.667 -4.265 -1.713 -0.0166 -0.0103 -0.0110 0.00
H 3.483 -0.098 -0.327 0.0033 -0.0230 -0.0194 -0.01
H 5.051 -0.752 -0.823 -0.0024 -0.0017 0.0045 0.00
H 4.080 -0.436 2.066 -0.0009 0.0030 0.0040 0.00
H 5.234 0.634 1.259 0.0076 0.0006 0.0061 0.00
H 5.675 -1.053 1.592 0.0007 0.0005 0.0159 0.00
Se -1.860 1.816 -3.700 0.0259 -0.0240 0.1699 0.07
Sb -0.328 3.543 -4.715 0.0680 0.1789 0.1051 -0.04
Se -1.410 5.701 -4.056 -0.0228 0.0904 0.0602 0.99
Se -1.122 3.828 -7.077 -0.0167 -0.0368 -0.0516 0.99
Se 0.060 0.464 -3.432 -0.1648 -0.2400 -0.9138 0.12
```
Forces are in eV/Å.

Results
- multiplicity = 6
- total charge = -1
- <S²> = 8.7905
- energy relative to the best compared isomer or geometry (same formula, charge and spin) (kcal/mol) = 0.0
- highest occupied orbital energy (spin up / spin down) (eV) = -5.201 / -5.441
- LUMO energy (spin up / spin down) (eV) = 2.1 / -0.4
- frontier orbital gap (spin up / spin down) (eV) = 7.281 / 5.049



[8]
Computed, not measured: a single C16H21Cl3N2O3S molecule, with ωB97M-V/def2-TZVPD.

The geometry in XYZ format:
```
46
Properties=species:S:1:pos:R:3:forces:R:3:nbo_charge:R:1
C 2.206 2.871 -3.039 0.1756 0.3611 0.1672 -0.26
H 2.521 2.978 -4.074 -0.0166 -0.0125 0.0380 0.19
H 3.071 2.848 -2.372 -0.0591 0.0372 -0.0891 0.20
H 1.562 3.703 -2.746 0.0805 -0.0460 -0.0442 0.19
O 1.495 1.646 -2.968 -0.1813 -0.3065 -0.0358 -0.51
C 1.051 1.305 -1.745 -0.0392 0.1007 0.1847 0.79
O 1.246 2.009 -0.771 0.1676 0.0803 -0.1000 -0.63
C 0.307 0.057 -1.712 -0.1321 -0.0463 0.3165 -0.31
C -0.287 -0.356 -0.532 0.0728 -0.1740 -0.1835 0.14
N -0.121 0.210 0.689 0.3083 0.3324 -0.0399 -0.65
C -1.076 0.092 1.728 -0.1493 0.0716 -0.0449 0.07
N -0.467 0.011 3.030 -0.3350 -0.2706 -0.0107 -0.65
C 0.657 0.680 3.429 0.1606 -0.2328 0.5196 0.71
O 1.396 1.260 2.672 0.3025 0.3186 -0.2048 -0.60
C 0.902 0.609 4.932 -0.0026 0.0245 0.0841 -0.31
C 0.967 -0.831 5.438 0.1235 0.1951 -0.0748 -0.60
H 1.287 -0.839 6.477 -0.0093 -0.0402 0.0963 0.22
H -0.002 -1.322 5.381 -0.1040 -0.1000 0.0280 0.19
H 1.681 -1.407 4.854 0.0486 -0.1308 -0.0181 0.22
C -0.167 1.419 5.668 0.2231 0.0014 -0.0664 -0.60
H -1.154 0.974 5.555 -0.1318 -0.0238 0.0189 0.20
H 0.067 1.462 6.729 -0.0205 0.0003 0.1085 0.22
H -0.204 2.436 5.284 -0.0744 0.1117 -0.0042 0.22
H 1.875 1.084 5.095 -0.1126 -0.0434 -0.1581 0.23
H -1.067 -0.357 3.752 0.0967 0.0476 -0.0389 0.41
H -1.671 -0.819 1.565 0.0428 0.3285 0.1170 0.23
C -2.087 1.293 1.700 -0.0884 0.0748 -0.1254 -0.10
Cl -3.304 1.054 2.977 -0.0725 -0.0592 0.0721 0.00
Cl -2.913 1.339 0.132 0.0162 0.0042 0.0733 0.03
Cl -1.253 2.830 1.972 -0.1067 -0.1061 -0.0381 0.04
H 0.518 1.013 0.710 -0.2424 -0.2746 0.0343 0.48
S -1.220 -1.803 -0.752 0.2655 0.1972 -0.3313 0.37
C -0.801 -1.849 -2.451 0.0893 0.1363 0.2470 -0.19
C 0.012 -0.828 -2.805 -0.2113 -0.2208 0.0329 0.00
C 0.504 -0.678 -4.210 0.1061 -0.1864 -0.1797 -0.42
H -0.023 0.159 -4.679 0.0931 0.0439 -0.0524 0.21
C 0.276 -1.958 -5.013 -0.1969 0.1956 -0.0315 -0.39
C -1.141 -2.483 -4.801 0.1568 -0.2089 0.0645 -0.38
C -1.317 -2.921 -3.347 -0.0928 -0.0639 -0.1070 -0.43
H -0.764 -3.850 -3.169 -0.0723 -0.0471 -0.0407 0.21
H -2.368 -3.122 -3.127 -0.0062 -0.0611 -0.0306 0.22
H -1.857 -1.691 -5.031 -0.0721 0.0183 -0.0391 0.20
H -1.340 -3.325 -5.466 -0.0626 0.0228 -0.0215 0.21
H 0.989 -2.720 -4.691 0.0679 -0.0515 -0.0293 0.20
H 0.450 -1.760 -6.071 0.0639 -0.0407 -0.0011 0.21
H 1.564 -0.422 -4.201 -0.0695 0.0428 -0.0618 0.23
```
Forces are in eV/Å.

Results
- multiplicity = 1
- highest occupied orbital energy (eV) = -7.596
- LUMO energy (eV) = 0.4
- frontier orbital gap (eV) = 8.038